1.
Here is C36H38As2RuTe as an isolated structure from the Open Molecules 2025 dataset. Energies are from ωB97M-V with the def2-TZVPD basis set.

Atoms and positions in Å:
Ru 0.056 -0.039 -1.201
C -1.372 1.376 -5.810
C -1.564 0.365 -4.675
C -2.182 -0.931 -5.194
C -0.264 0.136 -3.915
C 0.143 -1.141 -3.493
C 1.391 -1.338 -2.887
C 2.282 -0.276 -2.663
C 3.666 -0.516 -2.129
C 1.825 1.008 -2.976
C 0.591 1.205 -3.599
H -2.295 1.462 -6.382
H -0.586 1.050 -6.494
H -1.122 2.375 -5.454
H -2.281 0.797 -3.965
H -1.484 -1.473 -5.837
H -3.065 -0.703 -5.788
H -2.501 -1.598 -4.390
H -0.478 -2.001 -3.695
H 1.702 -2.348 -2.645
H 3.682 -0.633 -1.044
H 4.325 0.315 -2.376
H 4.084 -1.428 -2.555
H 2.463 1.861 -2.777
H 0.301 2.215 -3.856
C 0.424 0.324 2.522
C -0.826 1.181 2.410
As -2.249 0.428 1.326
C -2.158 -1.453 1.611
C -2.395 -1.916 2.904
C -2.254 -3.269 3.175
C -1.877 -4.148 2.165
C -1.654 -3.682 0.876
C -1.798 -2.329 0.594
C -3.876 1.051 2.086
C -4.997 0.227 2.069
C -6.193 0.715 2.574
C -6.261 2.007 3.077
C -5.139 2.825 3.079
C -3.936 2.352 2.577
As 1.503 0.034 0.916
C 2.427 1.720 0.658
C 1.678 2.853 0.341
C 2.314 4.060 0.085
C 3.702 4.137 0.124
C 4.449 3.007 0.420
C 3.815 1.799 0.691
C 2.785 -1.206 1.580
C 3.526 -0.893 2.717
C 4.419 -1.828 3.222
C 4.564 -3.062 2.600
C 3.815 -3.374 1.475
C 2.919 -2.445 0.963
H 0.184 -0.673 2.892
H 1.107 0.786 3.235
H -0.625 2.195 2.070
H -1.310 1.252 3.387
H -2.699 -1.241 3.695
H -2.444 -3.640 4.173
H -1.774 -5.202 2.383
H -1.388 -4.376 0.089
H -1.686 -1.977 -0.426
H -4.946 -0.783 1.682
H -7.073 0.085 2.577
H -7.196 2.380 3.473
H -5.201 3.830 3.474
H -3.067 2.998 2.581
H 0.596 2.809 0.269
H 1.729 4.939 -0.150
H 4.200 5.075 -0.079
H 5.529 3.062 0.448
H 4.415 0.928 0.914
H 3.422 0.065 3.211
H 5.000 -1.593 4.103
H 5.263 -3.785 2.999
H 3.925 -4.339 0.999
H 2.327 -2.695 0.090
Te -2.329 1.050 -1.131

Cartesian forces (eV/Å) of the 3 atoms listed first:
Ru 0.13 -0.57 -0.33
C 0.02 -0.01 -0.08
C 0.07 -0.04 0.07

Summary:
2S+1: 5
Charge: +2
HOMO (spin up / spin down) in eV: -13.14 / -14.23
Lowest unoccupied orbital energy (spin up / spin down) in Eh: -0.19997 / -0.26896
Maximum force in eV Å⁻¹: 0.711
Kohn-Sham gap (spin up / spin down) in eV: 7.7 / 6.9

Results of the Löwdin charge analysis, in e, for atoms 1 through 6: Ru 0.6783; C -0.0458; C -0.3999; C -0.0608; C -0.2603; C -0.0823

2.
Here is one molecule with the formula C5H9N3 in a non-equilibrium geometry from the Open Molecules 2025 dataset. Energies are from ωB97M-V with the def2-TZVPD basis set.

Atoms and positions in Å:
C 1.112 0.518 -0.040
C 0.727 0.322 -1.469
C -2.064 -0.879 -0.382
C -1.255 -0.280 0.980
C -0.374 0.681 0.339
H 2.811 -0.680 0.595
H 1.654 -0.431 1.880
H 1.693 1.334 0.028
H 1.324 0.928 -1.899
H 1.160 -0.607 -1.845
H -2.808 -1.600 -0.392
H -1.907 0.375 1.469
H -0.790 -1.120 1.663
H -0.664 1.695 0.800
N 1.620 -0.752 0.774
N -0.597 0.699 -1.112
N -1.642 -0.202 -1.391

Cartesian forces (eV/Å) of the 3 atoms listed first:
C -1.31 -5.29 3.74
C -0.25 -4.71 2.92
C 4.15 4.38 1.43

Summary:
SMILES: N[C@H]1CN2N=CC[C@@H]12
2S+1: 1
Charge: 0
HOMO in eV: -8.49
Lowest unoccupied orbital energy in Eh: 0.02974
ΔE to the lowest compared entry with this formula, charge and spin in eV: 5.734
Maximum force in eV Å⁻¹: 7.295
Kohn-Sham gap in eV: 9.3

Results of the Löwdin charge analysis, in e, for atoms 1 through 6: C -0.2848; C -0.1413; C -0.0282; C -0.0951; C -0.3135; H 0.1350

- What is the formula in the first record?
  C36H38As2RuTe

- The lowest 2S+1 belongs to which entry?
  C5H9N3